A single C3H4N4O2 molecule. Source: the Open Molecules 2025 dataset; level of theory: wB97M-V/def2-TZVPD.

Output
- Calculated total energy: -486.048003 Ha
- SMILES: N/N=C1\N=CO\C1=N/O
- ΔE to the lowest compared entry with this formula, charge and spin: 112.4 kcal/mol
- LUMO level: -0.0080 Eh

The geometry in ORCA input format:
```
! wB97M-V def2-TZVPD RIJCOSX def2/J DEFGRID3
* xyz 0 1
C -0.54 -0.10 -0.01
C 0.39 1.79 0.08
C 1.05 -0.26 0.01
H -3.38 -1.39 0.61
H -2.99 0.26 -0.04
H 0.54 2.96 0.15
H 3.66 -1.58 -0.21
N -2.75 -0.81 -0.21
N -1.39 -1.12 -0.04
N -0.80 1.33 -0.19
N 1.72 -1.34 0.09
O 1.48 1.02 -0.07
O 3.02 -0.76 -0.18
*
```

A single C3H4N4O2S molecule. Source: the Open Molecules 2025 dataset; level of theory: wB97M-V/def2-TZVPD.

Output
- Calculated total energy: -884.337367 Ha
- SMILES: CC(=O)Oc1nnnn1S
- ΔE to the lowest compared entry with this formula, charge and spin: 45.6 kcal/mol
- LUMO level: 0.0122 Eh

The geometry in ORCA input format:
```
! wB97M-V def2-TZVPD RIJCOSX def2/J DEFGRID3
* xyz 0 1
C 0.52 -0.32 -1.11
C -1.04 0.32 0.49
C 1.30 0.30 -2.21
N -0.62 -0.33 1.64
N -2.36 0.40 0.53
N -1.72 -0.59 2.38
N -2.67 -0.13 1.74
O 0.42 -1.40 -0.82
O -0.22 0.73 -0.43
S 0.96 -0.63 2.11
H 1.68 -0.55 -2.67
H 2.00 0.94 -1.78
H 0.77 0.88 -2.90
H 0.99 0.38 3.04
*
```

A single C3H4N4OS molecule. Source: the Open Molecules 2025 dataset; level of theory: wB97M-V/def2-TZVPD.

Output
- Calculated total energy: -808.924390 Ha
- ΔE to the lowest compared entry with this formula, charge and spin: 130.8 kcal/mol
- LUMO level: -0.0243 Eh

The geometry in ORCA input format:
```
! wB97M-V def2-TZVPD RIJCOSX def2/J DEFGRID3
* xyz 0 1
C -1.21 0.15 -0.33
C -0.24 -0.47 0.57
C -1.45 0.73 -1.49
N 0.95 -0.86 0.66
N 3.48 0.36 1.55
N 1.81 -0.57 -0.32
N -1.26 -0.72 1.49
O -2.16 0.19 0.71
S 3.34 0.26 0.10
H -0.96 0.52 -2.44
H -2.36 1.21 -1.79
H 1.28 -0.39 -1.18
H -1.25 -0.40 2.47
*
```

A gas-phase ion, C3H4NO (charge +1). Source: the Open Molecules 2025 dataset; level of theory: wB97M-V/def2-TZVPD.

Output
- Calculated total energy: -246.281283 Ha
- ΔE to the lowest compared entry with this formula, charge and spin: 69.5 kcal/mol
- LUMO level (alpha / beta): -0.2685 / -0.2685 Eh

The geometry in ORCA input format:
```
! wB97M-V def2-TZVPD RIJCOSX def2/J DEFGRID3
* xyz 1 1
C 0.25 1.24 -0.04
C 1.53 0.48 0.06
C -0.22 -1.02 -0.04
N -0.73 0.35 0.12
O 1.23 -0.72 -0.03
H 0.17 2.29 0.02
H -0.29 -1.80 0.75
H -0.30 -1.42 -0.98
H -1.64 0.61 0.13
*
```